Entry 1:
This record from the OMol25 dataset describes a cluster of 12 separate species, C48H120O24 in total. The level of theory is ωB97M-V with the def2-TZVPD basis set.

**Net charge**: -1
**Kohn-Sham gap (alpha / beta)**: 1.36 / 9.28 eV
**Multiplicity**: 2
**ΔE to the lowest compared entry with this formula, charge and spin**: 0.638 eV
**LUMO energy (alpha / beta)**: 2.039 / 2.018 eV
**⟨S²⟩**: 0.751

Atoms and positions in Å:
1 O -0.60747 5.74453 -1.01664
2 O 1.63353 -1.13223 -0.36184
3 O -6.32916 -2.25290 -3.90010
4 O 5.59555 1.72024 -4.37487
5 O 0.41157 -7.79380 0.96184
6 O -4.69429 4.96064 1.32503
7 O -0.17245 -3.68624 -4.74493
8 O -3.06543 6.43780 -2.55481
9 O -1.76754 -2.48653 6.08666
10 O -2.45230 3.12521 5.06898
11 O -6.22088 6.17421 3.43482
12 O 5.85974 -1.03148 2.57341
13 O 0.79722 1.33367 -3.72974
14 O -5.25626 -1.52078 -1.23314
15 O 3.18596 5.25880 3.65291
16 O -1.87949 1.94715 -4.72590
17 O -1.06616 0.35948 -0.00281
18 O 2.87040 -2.65962 -4.88241
19 O -0.71410 -3.82614 2.72439
20 O 6.93038 -1.22606 -3.87578
21 O 7.25737 -3.65525 2.34066
22 O -3.56433 0.47253 4.06092
23 O 2.58180 3.23391 0.64203
24 O -0.90735 -5.90032 -1.03225
25 C -5.95073 -3.48856 -4.56590
26 C 5.88125 0.92478 -3.28006
27 C -4.80688 6.33457 3.40418
28 C 2.03645 0.64071 -3.35935
29 C 4.84512 -0.24425 3.12311
30 C -4.86054 0.20970 3.72709
31 C -1.51756 -3.83604 3.93040
32 C 2.11760 -3.42689 -5.80970
33 C -4.55813 -1.73019 -2.41091
34 C -0.58770 -8.54743 1.63428
35 C 0.37150 -1.71073 -0.07705
36 C -0.30367 1.20031 -2.81753
37 C 0.40271 -7.90994 -0.46277
38 C -1.36317 -4.89420 -1.94291
39 C -0.46577 -2.35680 -5.10355
40 C 6.65915 1.63330 -5.41524
41 C 0.07034 5.57255 0.14148
42 C 7.23908 -2.36952 -3.13721
43 C -1.57459 1.00189 -3.70795
44 C -7.11801 7.28298 3.19420
45 C 2.80651 -1.85790 0.01320
46 C -3.01665 5.84800 -1.24639
47 C -4.43902 -1.50087 -0.11613
48 C 0.87564 -4.27086 -5.41587
49 C 6.45086 -3.48384 1.13650
50 C -1.59930 1.35420 0.85619
51 C 6.72862 -1.56637 3.53803
52 C -1.37696 3.98811 5.20597
53 C -1.28812 -3.39095 7.08927
54 C -1.09743 -2.63437 4.82152
55 C -2.26926 1.80835 5.55491
56 C -4.29069 3.70826 1.89275
57 C -5.27872 -1.41819 -3.78478
58 C -4.37037 6.14330 1.98489
59 C 3.23167 -3.31650 -3.69645
60 C 7.82418 -2.41984 2.90691
61 C -0.59397 -0.73157 0.76787
62 C -1.80892 4.92962 -1.12437
63 C 0.40295 -6.44725 -1.10664
64 C -1.16537 -4.75390 1.79426
65 C 2.96090 3.56766 1.98092
66 C 3.08555 6.65512 4.19969
67 C -4.40057 6.95154 -2.70030
68 C -1.35744 1.64293 -6.05593
69 C 2.67194 4.99832 2.38714
70 C 5.70431 -0.55327 -3.54801
71 C -3.52041 0.95911 5.40974
72 C 2.56927 1.86040 0.41899
73 H -0.78129 -5.68106 2.21963
74 H -1.45084 -4.76326 4.49952
75 H -1.40273 -1.33107 1.18574
76 H -1.41530 4.42283 6.20479
77 H 1.91059 -2.68619 -6.58211
78 H 1.32778 -8.48645 -0.46253
79 H -1.71676 2.39644 -6.75680
80 H -4.35377 1.62207 5.64227
81 H 3.05669 5.73627 1.68323
82 H 7.50119 -2.36511 -2.07920
83 H -3.42541 0.06155 6.02088
84 H -0.29487 2.07928 -2.17299
85 H -1.98877 4.15622 -0.37765
86 H -0.68166 -4.04850 -1.85101
87 H -1.64666 4.72300 4.44748
88 H -1.60193 -0.03576 -4.04058
89 H 3.75234 7.21135 3.54083
90 H -0.02526 -0.42055 1.64418
91 H -0.51117 5.43101 1.05247
92 H 2.88724 -4.09452 -6.19703
93 H -0.12945 -1.86292 -1.03308
94 H 1.11335 -5.80266 -0.58902
95 H -0.30973 -2.09079 -6.14901
96 H -0.43987 -8.46404 2.71098
97 H 7.23953 -0.82776 4.15571
98 H 3.94726 -4.12711 -3.83403
99 H -0.00778 -2.63486 4.84899
100 H -4.60711 7.89487 -2.19478
101 H 8.15968 -2.75147 -3.57844
102 H -2.31681 0.99526 1.59405
103 H -2.33506 0.97015 -2.92772
104 H -2.52727 -3.72523 3.53505
105 H -2.21652 2.01257 0.24488
106 H 2.26047 0.60106 -2.29335
107 H 3.48547 1.55520 -0.08651
108 H -0.40151 3.55161 4.99136
109 H -6.73856 -4.16599 -4.23649
110 H -0.79276 1.89674 1.34940
111 H -3.21063 3.66469 1.75247
112 H -4.21142 -2.76083 -2.48626
113 H -4.47486 5.44621 3.94146
114 H -4.59398 -1.37169 -4.63158
115 H -5.50558 -0.41344 4.34654
116 H 2.11051 -0.38060 -3.73292
117 H -4.98527 -3.90762 -4.28241
118 H 2.83444 -2.73632 -0.63154
119 H -4.60494 7.10672 -3.75966
120 H -1.44953 1.26840 5.08102
121 H -4.74008 2.93111 1.27456
122 H -3.74823 -1.00262 -2.46382
123 H 1.27928 -5.10927 -4.84823
124 H -5.29863 6.38234 -2.46028
125 H -5.42673 1.12145 3.53667
126 H 2.33568 -3.79924 -3.30623
127 H 2.89252 -2.10744 1.07076
128 H -3.88285 -2.41942 0.07111
129 H -3.28382 6.14470 1.89825
130 H 2.44934 1.29762 1.34472
131 H -0.21680 0.26832 -2.25901
132 H 1.61512 5.24711 2.48376
133 H -2.23336 -4.67088 1.59277
134 H 5.23668 -1.10962 -2.73567
135 H 6.51885 2.48782 -6.07722
136 H 2.88454 1.20894 -3.74140
137 H 3.71580 -2.72573 -2.91881
138 H -3.85807 5.17084 -1.09951
139 H 1.71754 1.62900 -0.22064
140 H -1.96409 1.78396 6.60103
141 H -5.70599 -0.41941 -3.69549
142 H 2.11687 7.14407 4.09620
143 H -4.30069 7.24833 3.71553
144 H -4.72946 3.60941 2.88563
145 H -0.71924 -4.60559 0.81086
146 H 0.48406 -2.69449 0.37864
147 H -0.27844 1.76173 -6.15469
148 H -1.50776 -2.09841 -4.91490
149 H -1.19771 -4.45510 6.87128
150 H 6.83436 1.20692 -2.83275
151 H -1.69249 0.68231 -6.44713
152 H -5.06284 -1.34994 0.76487
153 H 4.72048 0.51216 2.34824
154 H 4.99092 -0.73007 -4.35294
155 H -5.85943 -3.42972 -5.65047
156 H -1.34507 -5.34325 -2.93595
157 H 8.40831 -1.91489 2.13755
158 H 5.39763 -3.37163 1.39382
159 H -0.32583 -3.32726 7.59725
160 H -3.08473 6.50228 -0.37726
161 H 0.49709 4.57205 0.07076
162 H -1.85510 4.32374 -2.02928
163 H 0.89774 6.25910 0.32085
164 H 5.16632 0.30779 4.00638
165 H 5.28137 1.16993 -2.40362
166 H 6.46196 -4.32720 0.44605
167 H -6.98128 7.61158 2.16395
168 H 3.66232 -1.25059 -0.28152
169 H -1.53870 -8.11205 1.32746
170 H 7.62966 1.67660 -4.92093
171 H 6.65239 -2.63242 0.48644
172 H 0.03551 -1.59455 -4.50707
173 H -2.39096 -4.66503 -1.66147
174 H 2.43043 3.00499 2.74912
175 H 0.36798 -4.83630 -6.19731
176 H -8.18940 7.09281 3.25776
177 H -6.75697 8.16870 3.71694
178 H -0.51762 -9.60135 1.36510
179 H 6.23666 -2.15597 4.31163
180 H -1.32027 -1.66574 4.37406
181 H 6.56665 -3.16658 -3.45444
182 H 6.71853 0.77022 -6.07831
183 H 3.84767 -0.64163 3.31089
184 H -4.75250 -0.13762 2.69958
185 H 8.52342 -2.77306 3.66481
186 H -2.01063 -3.28896 7.89902
187 H 3.52548 6.63875 5.19683
188 H -0.39546 -8.61038 -0.70854
189 H -3.77123 -0.64626 -0.22474
190 H -4.84263 6.85651 1.30930
191 H 4.03970 3.49340 2.11786
192 H 0.83277 -6.31697 -2.09981

Cartesian forces (eV/Å) of the 2 atoms listed first:
-2.30 0.10 -1.64
0.13 0.60 0.58

=====

Entry 2:
This record from the OMol25 dataset describes a structure of composition C24H33BiCl2N4O3S. The level of theory is ωB97M-V with the def2-TZVPD basis set.

**Kohn-Sham gap (alpha / beta)**: 5.64 / 3.53 eV
**Multiplicity**: 1
**ΔE to the lowest compared entry with this formula, charge and spin**: 4.743 eV
**LUMO energy (alpha / beta)**: -0.053 / -0.089 eV

Atoms and positions in Å:
1 Bi -0.42601 0.19849 -0.21119
2 Cl -0.62083 -2.35900 -0.55129
3 Cl 1.06522 2.38511 -1.05869
4 S -4.59579 2.45443 -1.91390
5 O -0.76526 1.97265 1.64681
6 O 1.60394 -0.60519 -1.09964
7 O -1.15772 -0.73288 1.89791
8 N 0.44742 3.80453 2.32133
9 N -1.92676 -2.17293 3.47195
10 N -2.60843 0.85137 -1.39083
11 N -1.94925 3.03917 -1.85477
12 C 4.32013 -0.18204 -5.01248
13 C 3.85132 -1.22458 -0.71522
14 C -0.32937 3.13956 1.45063
15 C -6.17829 0.23627 -1.13012
16 C -5.09328 -1.87924 -0.72357
17 C -4.93163 0.77516 -1.44081
18 C 2.24860 -1.35013 -5.39923
19 C 3.29022 -1.00571 1.84756
20 C -6.27120 -1.11499 -0.77553
21 C 2.70237 -0.94663 -1.60672
22 C 0.48334 3.50623 3.76840
23 C 1.95064 -1.35639 -4.03124
24 C 1.14031 5.03314 1.90084
25 C -2.57667 -1.07734 4.20950
26 C 2.94708 -0.95561 -3.11447
27 C 3.41282 -0.75169 -5.92116
28 C -3.85814 -1.33406 -1.06168
29 C -3.73376 0.03581 -1.33095
30 C -2.89287 2.11215 -1.72798
31 C 4.40625 -2.75639 -0.80229
32 C 3.67979 -0.40622 0.50335
33 C -2.08550 -3.55282 3.97161
34 C -1.26271 -1.89865 2.35022
35 C 4.04457 -0.25413 -3.64245
36 H -0.18355 4.22190 4.30306
37 H -1.51582 -4.21909 3.30677
38 H 5.24894 0.26702 -5.36481
39 H -3.66443 -1.21052 4.14143
40 H 2.03770 5.13831 2.52878
41 H 4.72837 0.20297 -2.93626
42 H 1.55209 -1.76567 -6.13254
43 H 4.37671 -0.40418 -1.23788
44 H 0.49255 5.92149 2.04702
45 H -2.21601 4.00273 -2.06382
46 H 3.59637 -0.67542 -7.00913
47 H -2.95741 -1.94728 -1.10374
48 H -3.14728 -3.83526 3.95920
49 H 4.12509 -1.46977 2.42376
50 H 1.42620 4.94770 0.83796
51 H -1.70631 -3.63467 4.99988
52 H -0.83432 -2.78934 1.82726
53 H -2.28108 -1.13965 5.26328
54 H 2.34696 -1.62651 1.91233
55 H -5.16188 -2.91484 -0.40335
56 H 0.16595 2.46042 3.92840
57 H -7.06373 0.86969 -1.14679
58 H 3.01829 -0.13545 2.47806
59 H -0.54430 3.69213 0.49360
60 H 3.87078 0.67048 0.47583
61 H -2.26332 -0.12945 3.75448
62 H 4.77297 -2.78782 0.26361
63 H -0.93428 2.80628 -1.75882
64 H -7.23943 -1.56550 -0.53036
65 H 5.27824 -2.79118 -1.47700
66 H 1.04909 -1.83438 -3.64678
67 H 1.52946 3.66727 4.09257
68 H 3.76687 -3.61987 -1.04990

Cartesian forces (eV/Å) of the 2 atoms listed first:
2.00 -0.84 -0.63
-0.28 -0.27 -0.57

=====

Entry 3:
This record from the OMol25 dataset describes a cluster of 2 separate species, C9H14S in total. The level of theory is ωB97M-V with the def2-TZVPD basis set.

**Net charge**: -1
**Kohn-Sham gap (alpha / beta)**: 2.16 / 8.04 eV
**Multiplicity**: 2
**ΔE to the lowest compared entry with this formula, charge and spin**: 1.949 eV
**LUMO energy (alpha / beta)**: 3.316 / 3.217 eV
**⟨S²⟩**: 0.753

Atoms and positions in Å:
1 S -2.73224 -0.99443 -0.55046
2 C 1.61447 0.86085 -2.03730
3 C -2.02172 -1.65639 1.02317
4 C 1.98044 -1.03152 -0.61470
5 C 2.15976 1.19938 0.32428
6 C 1.95526 1.70511 -0.97073
7 C 1.58244 -0.55429 -1.85653
8 C 2.34204 1.98892 1.56803
9 C -4.60231 -0.76810 -0.32481
10 C 2.22929 -0.17956 0.47865
11 H -2.63772 -1.42933 1.88565
12 H -4.81787 0.26417 -0.07427
13 H -1.13231 -1.08916 1.19999
14 H 2.03831 -2.09028 -0.28127
15 H 2.20466 2.73931 -1.10357
16 H 2.63176 -0.65217 1.29175
17 H -1.91348 -2.73900 0.99946
18 H 3.20848 1.81176 2.11779
19 H -5.10987 -0.61205 -1.32849
20 H 1.16183 1.26537 -2.92738
21 H 1.43921 1.70130 2.31307
22 H -5.02950 -1.48622 0.15392
23 H 1.29147 -1.23278 -2.63844
24 H 2.15761 2.97912 1.35218

Cartesian forces (eV/Å) of the 2 atoms listed first:
-1.06 -0.11 0.10
-0.51 -0.48 0.59

=====

Entry 4:
This record from the OMol25 dataset describes an isolated molecule of C3H5NO2S. The level of theory is ωB97M-V with the def2-TZVPD basis set.

**Kohn-Sham gap**: 8.27 eV
**Multiplicity**: 1
**ΔE to the lowest compared entry with this formula, charge and spin**: 2.961 eV
**LUMO energy**: -0.565 eV

Atoms and positions in Å:
1 S -0.28021 1.94306 -2.41041
2 O -0.71630 0.24115 -0.40694
3 O 1.10391 1.44005 -0.01003
4 N 0.24306 0.71513 -3.00723
5 C 1.04426 -0.94899 0.40217
6 C -1.34348 1.40199 -0.90137
7 C 0.59125 0.36555 -0.09239
8 H 1.76670 -0.98603 1.22215
9 H -1.15258 2.30891 -0.22691
10 H -2.31266 1.14806 -1.19468
11 H 1.50506 -1.33088 -0.41720
12 H 0.17722 -1.54997 0.56676

Cartesian forces (eV/Å) of the 2 atoms listed first:
-0.97 0.10 0.18
-0.94 0.12 -0.72